Record 1
Here is a 2-piece molecular cluster, C15H18O overall at a distorted geometry from the Open Molecules 2025 dataset. Energies are from ωB97M-V/def2-TZVPD.

## Properties
LUMO energy, eV: 0.81
Relative energy (zero: lowest compared OMol25 entry of this formula, charge and spin), kcal/mol: 29.4
DFT total energy, eV: -17893.3960
Strongest force on any atom, eV/A: 2.3

Geometry as ORCA input:
```
! RIJCOSX wB97M-V def2-TZVPD def2/J DEFGRID3
* xyz 0 1
C 0.261 1.114 -1.431
C 1.380 1.061 -2.519
C -1.041 0.909 -2.130
C -2.135 1.771 -2.147
C -1.295 -0.414 -2.578
C -3.382 1.283 -2.508
C -2.536 -0.866 -2.991
C -3.634 0.013 -2.921
O -4.853 -0.528 -3.084
H 0.323 0.336 -0.649
H 0.325 2.144 -1.111
H 1.108 1.889 -3.134
H -2.067 2.836 -1.900
H -0.493 -1.162 -2.520
H -4.228 1.969 -2.448
H -2.568 -1.909 -3.252
H -5.679 -0.055 -2.937
H 1.413 0.100 -3.017
H 2.389 1.104 -2.098
C 3.647 -0.993 4.189
C 1.002 0.412 1.831
C 2.170 0.269 2.618
C 0.036 -0.605 1.834
C 2.292 -0.800 3.549
C 0.201 -1.590 2.765
C 1.272 -1.720 3.623
H 1.141 1.256 1.162
H 3.051 0.903 2.498
H -0.878 -0.634 1.242
H -0.504 -2.425 2.742
H 4.322 -0.270 3.778
H 4.037 -1.997 3.923
H 1.376 -2.498 4.368
H 3.543 -0.900 5.250
*
```

Record 2
Here is C4H5LiOTl as an isolated structure at a distorted geometry from the Open Molecules 2025 dataset. Energies are from ωB97M-V/def2-TZVPD.

## Properties
LUMO energy, eV: -4.46
Relative energy (zero: lowest compared OMol25 entry of this formula, charge and spin), kcal/mol: 0.0
DFT total energy, eV: -11168.0798
Strongest force on any atom, eV/A: 4.6

Geometry as ORCA input:
```
! RIJCOSX wB97M-V def2-TZVPD def2/J DEFGRID3
* xyz 1 1
O 1.211 -0.515 -0.642
C 0.306 -0.511 0.325
C 0.533 -0.583 1.662
Li 2.949 -0.090 -0.275
Tl 0.399 -1.034 -2.611
H 1.532 -0.719 2.082
H -0.287 -0.748 2.362
C -0.984 0.302 0.120
C -1.213 1.065 -0.959
H -2.194 1.501 -1.147
H -1.820 0.052 0.779
H -0.432 1.279 -1.697
*
```

Record 3
Here is C3H9ClFeO4P as an isolated structure at a distorted geometry from the Open Molecules 2025 dataset. Energies are from ωB97M-V/def2-TZVPD.

## Properties
LUMO energy (alpha / beta), eV: -10.85 / -12.19
Relative energy (zero: lowest compared OMol25 entry of this formula, charge and spin), kcal/mol: 50.6
DFT total energy, eV: -67624.3750
Strongest force on any atom, eV/A: 7.8

Geometry as ORCA input:
```
! RIJCOSX wB97M-V def2-TZVPD def2/J DEFGRID3
* xyz 2 6
Fe 4.064 -2.582 -4.004
Cl 3.589 -0.556 -2.746
C -2.988 -0.604 0.827
O -2.122 0.032 1.692
P -0.611 0.433 1.301
O 0.205 0.956 2.422
O -0.865 1.430 0.063
C 0.286 2.007 -0.560
O -0.034 -0.985 0.688
C 1.342 -0.993 0.269
H -4.023 -0.376 1.082
H -2.939 -1.682 0.982
H -2.853 -0.470 -0.246
H 0.481 1.441 -1.471
H 1.227 1.901 -0.020
H 0.090 3.065 -0.733
H 1.397 -1.127 -0.812
H 1.870 -1.812 0.757
H 1.886 -0.079 0.509
*
```

Record 4
Here is C30H43AsN5O2PtSi3 as an isolated structure at a distorted geometry from the Open Molecules 2025 dataset. Energies are from ωB97M-V/def2-TZVPD.

## Properties
LUMO energy (alpha / beta), eV: -3.07 / -4.94
DFT total energy, eV: -131069.1451
Strongest force on any atom, eV/A: 1.1

Geometry as ORCA input:
```
! RIJCOSX wB97M-V def2-TZVPD def2/J DEFGRID3
* xyz 1 3
Pt -0.675 1.338 0.022
N -3.518 -2.284 0.570
C -2.314 -1.658 0.125
N -2.364 -0.225 0.216
C -3.532 0.393 0.118
N -3.648 1.724 0.103
N -2.537 2.412 0.018
C -2.585 3.701 0.044
C -1.366 4.455 -0.081
C -1.376 5.847 -0.191
C -0.179 6.519 -0.333
C 1.004 5.790 -0.366
C 0.927 4.414 -0.247
N -0.218 3.761 -0.101
C -4.793 -0.339 0.068
C -6.019 0.290 -0.159
C -7.179 -0.455 -0.203
C -7.119 -1.835 -0.019
C -5.916 -2.467 0.223
C -4.740 -1.720 0.270
H -3.479 -3.291 0.542
H -1.502 -2.034 0.751
H -3.540 4.204 0.131
H -2.321 6.373 -0.169
H -0.160 7.597 -0.420
H 1.963 6.274 -0.481
H 1.823 3.809 -0.264
H -6.033 1.360 -0.298
H -8.130 0.028 -0.382
H -8.026 -2.423 -0.077
H -5.877 -3.540 0.365
C 3.852 2.671 -1.730
Si 3.764 1.907 -0.006
C 4.025 3.157 1.384
C 5.067 0.557 0.164
As 1.637 0.817 0.202
Si 1.503 0.083 2.500
C -0.010 -0.992 2.795
C 1.212 1.729 3.375
C 3.103 -0.767 3.022
Si 1.456 -0.607 -1.688
C 2.912 -1.779 -1.901
C 1.183 0.474 -3.199
C -0.682 -2.669 -3.018
H 4.634 3.430 -1.781
H 2.911 3.138 -2.027
H 4.093 1.902 -2.467
H 4.920 3.750 1.187
H 4.181 2.636 2.330
H 3.190 3.847 1.514
H 6.068 0.973 0.036
H 4.934 -0.223 -0.588
H 5.024 0.091 1.149
H -0.882 -0.541 2.316
H -0.214 -1.058 3.865
H 0.112 -2.007 2.415
H 0.312 2.194 2.965
H 2.040 2.427 3.248
H 1.059 1.577 4.445
H 3.428 -1.507 2.288
H 2.954 -1.282 3.974
H 3.909 -0.044 3.159
H 3.713 -1.271 -2.445
H 2.643 -2.672 -2.469
H 3.310 -2.117 -0.944
H 2.018 1.156 -3.374
H 0.282 1.073 -3.047
H 1.045 -0.124 -4.102
H 0.312 -3.014 -3.304
H -1.407 -3.437 -3.269
H -0.939 -1.759 -3.561
O -2.061 -2.094 -1.224
C -0.728 -2.387 -1.520
O 0.022 -1.230 -1.197
C -0.221 -3.592 -0.717
C -0.814 -4.835 -0.924
C -0.336 -5.962 -0.275
C 0.734 -5.863 0.603
C 1.297 -4.623 0.854
C 0.821 -3.496 0.198
H -1.660 -4.916 -1.595
H -0.801 -6.922 -0.460
H 1.124 -6.749 1.087
H 2.110 -4.530 1.564
H 1.266 -2.534 0.415
*
```